# C12H27Cl6O4P

A 4-piece molecular cluster, C12H27Cl6O4P overall in a non-equilibrium geometry (ωB97M-V/def2-TZVPD, the OMol25 dataset).

Structure (XYZ):
```
50
Properties=species:S:1:pos:R:3:nbo_charge:R:1
C 12.580 10.369 9.867 -0.639
C 11.654 11.393 9.339 -0.065
O 11.093 10.861 8.084 -0.841
P 9.873 9.922 8.155 2.589
O 9.161 9.763 9.438 -1.105
O 10.431 8.610 7.519 -0.821
C 10.033 7.386 8.044 -0.066
C 10.520 6.184 7.321 -0.621
O 8.783 10.511 7.138 -0.803
C 9.007 10.991 5.883 -0.059
C 7.599 11.296 5.285 -0.620
H 12.165 9.383 10.044 0.229
H 13.366 10.268 9.093 0.216
H 12.959 10.879 10.786 0.216
H 10.817 11.731 9.982 0.207
H 12.210 12.297 9.027 0.196
H 10.307 7.265 9.152 0.181
H 8.943 7.388 8.035 0.182
H 11.596 6.103 7.320 0.211
H 10.060 5.298 7.889 0.222
H 10.169 6.185 6.267 0.210
H 9.512 11.951 5.870 0.171
H 9.603 10.247 5.304 0.170
H 7.597 11.283 4.244 0.207
H 6.897 10.521 5.633 0.218
H 7.227 12.323 5.536 0.208
Cl 18.216 18.960 10.588 -0.025
C 16.902 17.887 10.200 -0.424
C 17.237 16.376 10.136 -0.354
Cl 17.860 15.791 11.756 -0.094
H 16.523 18.222 9.234 0.225
H 16.051 18.077 10.897 0.228
H 17.957 16.066 9.427 0.219
H 16.314 15.829 9.943 0.225
Cl 13.531 16.497 9.913 -0.051
C 12.988 15.076 10.800 -0.401
C 13.956 13.921 10.854 -0.397
Cl 14.586 13.287 9.312 -0.061
H 12.000 14.826 10.392 0.225
H 12.820 15.485 11.799 0.237
H 13.533 13.081 11.359 0.237
H 14.817 14.249 11.424 0.226
Cl 18.757 12.060 12.494 -0.079
C 17.416 12.280 11.295 -0.368
C 16.443 11.075 11.290 -0.400
Cl 15.318 11.052 12.645 -0.061
H 17.759 12.433 10.336 0.212
H 16.992 13.242 11.693 0.235
H 17.011 10.211 11.375 0.224
H 15.823 11.164 10.376 0.232
```

Properties
**M**: 479.0 Da
**Total energy**: -105497.757 eV
**Kohn-Sham gap**: 10.896 eV
**E_HOMO**: -10.5 eV
**SMILES**: CCOP(=O)(OCC)OCC.ClCCCl.ClCCCl.ClCCCl
**Multiplicity**: 1
**Energy above the lowest of the compared OMol25 structures with the same formula, charge and spin**: 0.663 eV



# C12H27FNO2Rb

C12H27FNO2Rb as an isolated structure in a non-equilibrium geometry (ωB97M-V/def2-TZVPD, the OMol25 dataset).

Structure (XYZ):
```
44
Properties=species:S:1:pos:R:3:mulliken_charge:R:1
Rb -1.888 -3.771 -0.895 0.955
F -2.584 -1.283 0.252 -0.895
C 0.388 -2.366 2.402 -1.603
C 1.413 -1.528 1.670 1.175
C 2.506 -2.458 1.145 -1.014
C 3.331 -1.846 0.032 -0.795
C 2.419 -1.307 -1.082 -1.123
C 1.321 -0.361 -0.604 1.626
N 0.709 -0.878 0.600 0.669
O -0.240 -0.057 1.059 -0.566
C 1.916 1.038 -0.423 -1.808
C 0.216 -0.280 -1.623 -1.260
C 2.011 -0.532 2.692 -1.633
H -0.272 -1.680 2.945 0.410
H 0.778 -3.071 3.136 0.406
H -0.288 -2.846 1.688 0.112
H 3.179 -2.660 1.983 0.440
H 2.085 -3.424 0.840 0.311
H 4.033 -2.526 -0.455 0.374
H 3.909 -1.030 0.472 0.338
H 2.065 -2.079 -1.775 0.338
H 3.082 -0.682 -1.703 0.383
H 2.764 1.039 0.278 0.387
H 2.301 1.368 -1.387 0.496
H 1.220 1.717 0.072 0.299
H 0.549 -0.038 -2.641 0.469
H -0.258 -1.261 -1.672 0.119
H -0.549 0.442 -1.364 -0.179
H 1.191 0.151 2.944 0.342
H 2.744 0.111 2.198 0.357
H 2.409 -1.023 3.570 0.471
H -1.100 -0.551 0.788 0.437
C -3.929 3.221 -2.483 -1.475
C -3.105 2.559 -1.361 0.846
C -3.397 3.174 -0.008 -1.310
O -3.387 1.152 -1.376 -0.546
H -3.507 2.955 -3.454 0.359
H -3.880 4.304 -2.326 0.346
H -4.958 2.866 -2.515 0.355
H -2.052 2.731 -1.642 0.142
H -2.986 4.182 0.106 0.353
H -3.062 2.579 0.843 0.354
H -4.484 3.287 0.129 0.320
H -2.614 0.663 -1.053 0.220
```

Properties
**M**: 321.8 Da
**Total energy**: -21838.912 eV
**Kohn-Sham gap**: 6.493 eV
**E_HOMO**: -7.4 eV
**Multiplicity**: 1



# C12H27N5O4

A 2-piece molecular cluster, C12H27N5O4 overall in a non-equilibrium geometry (ωB97M-V/def2-TZVPD, the OMol25 dataset).

Structure (XYZ):
```
48
Properties=species:S:1:pos:R:3:nbo_charge:R:1
C 0.228 -2.534 0.509 -0.162
C -0.603 -1.837 1.579 0.778
C -0.379 -2.230 -0.873 -0.389
C 0.348 -2.919 -2.027 -0.406
C 1.815 -2.524 -2.147 -0.212
C 3.728 -2.934 -3.659 0.582
C -1.661 2.344 0.889 -0.164
C -0.306 2.415 1.609 0.781
C -2.524 3.593 1.196 -0.208
C -2.855 3.689 2.687 -0.625
C -1.906 4.890 0.653 -0.409
C -2.877 6.070 0.634 -0.603
H -0.608 -4.339 0.857 0.366
H 0.815 -4.145 1.598 0.369
H 1.234 -2.102 0.554 0.216
H -0.386 -1.142 -1.020 0.208
H -1.429 -2.553 -0.870 0.211
H -0.157 -2.668 -2.967 0.213
H 0.280 -4.005 -1.895 0.219
H 1.892 -1.432 -2.196 0.181
H 2.371 -2.849 -1.255 0.185
H 2.154 -4.086 -3.468 0.394
H 5.337 -3.641 -4.377 0.328
H 5.099 -1.453 -3.832 0.383
H 3.527 -0.911 -3.635 0.380
H -1.083 -0.143 2.207 0.506
H -2.241 0.969 2.238 0.342
H -1.958 0.340 0.780 0.380
H -1.481 2.326 -0.195 0.203
H -3.460 3.410 0.651 0.217
H -3.352 2.779 3.034 0.221
H -3.534 4.524 2.884 0.217
H -1.951 3.837 3.290 0.212
H -1.021 5.161 1.246 0.205
H -1.559 4.717 -0.379 0.186
H -3.777 5.826 0.058 0.205
H -3.189 6.349 1.645 0.208
H -2.413 6.950 0.178 0.215
H 0.302 3.601 0.240 0.486
N 0.329 -3.965 0.724 -0.820
N 2.379 -3.102 -3.363 -0.632
N 4.402 -3.930 -4.094 -0.759
N 4.195 -1.641 -3.420 -0.843
N -2.387 1.135 1.243 -0.809
O -1.293 -2.398 2.397 -0.599
O -0.508 -0.494 1.507 -0.698
O -0.079 1.829 2.636 -0.591
O 0.645 3.196 1.050 -0.666
```

Properties
**M**: 305.4 Da
**Total energy**: -28523.585 eV
**Kohn-Sham gap**: 9.225 eV
**E_HOMO**: -8.9 eV
**SMILES**: [H]/N=C(\N)NCCC[C@H](N)C(=O)O.CC[C@H](C)[C@H](N)C(=O)O
**Multiplicity**: 1
**Energy above the lowest of the compared OMol25 structures with the same formula, charge and spin**: 0.501 eV



# C12H27NO3

C12H27NO3 as an isolated structure in a non-equilibrium geometry (ωB97M-V/def2-TZVPD, the OMol25 dataset).

Structure (XYZ):
```
43
Properties=species:S:1:pos:R:3:nbo_charge:R:1
C -5.278 -2.342 -0.333 -0.594
C -4.710 -1.224 0.492 -0.297
C -3.795 -0.138 -0.262 -0.441
C -3.424 0.862 0.657 -0.379
C -2.669 1.810 -0.196 -0.446
C -1.457 1.433 -0.663 -0.361
C -0.471 0.826 0.436 -0.366
C 0.931 0.675 -0.534 -0.137
N 1.852 0.224 0.493 -0.600
H 1.549 -0.648 1.062 0.373
C 3.207 0.082 0.199 -0.099
C 3.872 -0.487 1.373 -0.052
H 3.503 -1.664 1.743 0.204
H 3.883 0.300 2.261 0.202
O 5.317 -0.944 1.181 -0.724
H 5.704 -0.177 1.069 0.471
C 3.982 1.000 -0.303 -0.049
O 5.291 0.957 -0.498 -0.715
H 5.537 0.389 -1.279 0.513
H 3.423 1.520 -1.167 0.156
H 3.786 1.955 0.293 0.186
C 3.221 -1.145 -0.732 -0.078
O 4.648 -1.464 -1.200 -0.810
H 5.065 -1.761 -0.264 0.492
H 2.802 -1.954 -0.748 0.168
H 2.931 -0.889 -1.818 0.176
H 1.347 1.388 -0.862 0.160
H 0.825 0.084 -1.251 0.153
H -0.286 1.632 1.187 0.216
H -0.730 -0.006 0.785 0.172
H -0.945 2.488 -1.276 0.196
H -1.661 0.746 -1.601 0.195
H -3.307 2.470 -0.787 0.228
H -2.472 2.646 0.653 0.172
H -2.905 0.409 1.491 0.201
H -4.312 1.561 1.185 0.211
H -3.068 -0.766 -0.804 0.209
H -4.498 0.221 -0.814 0.202
H -4.344 -1.592 1.365 0.180
H -5.850 -0.554 0.981 0.129
H -5.802 -2.020 -1.104 0.194
H -6.115 -2.958 0.361 0.194
H -4.575 -2.944 -0.770 0.196
```

Properties
**M**: 233.4 Da
**Total energy**: -20500.496 eV
**Kohn-Sham gap**: 9.217 eV
**E_HOMO**: -8.6 eV
**Multiplicity**: 1
**Energy above the lowest of the compared OMol25 structures with the same formula, charge and spin**: 14.002 eV



# C12H28BCl2CrF4N4OS

C12H28BCl2CrF4N4OS as an isolated structure (ωB97M-V/def2-TZVPD, the OMol25 dataset).

Structure (XYZ):
```
54
Properties=species:S:1:pos:R:3:nbo_charge:R:1
Cr 1.038 -0.031 -0.049 1.359
C 2.024 -1.245 2.457 -0.242
C 3.218 -0.585 1.794 -0.249
N 3.037 -0.543 0.312 -0.641
C 3.492 -1.751 -0.426 -0.241
C 2.518 -2.915 -0.323 -0.526
S 0.798 -2.368 -0.638 0.334
C -0.089 -2.897 0.874 -0.524
C -0.327 -1.768 1.878 -0.238
N 0.751 -0.753 1.847 -0.625
H 2.048 -2.327 2.347 0.205
H 2.025 -1.028 3.525 0.262
H 3.298 0.446 2.131 0.261
H 4.143 -1.104 2.051 0.238
H 3.607 0.233 -0.021 0.417
H 3.609 -1.460 -1.470 0.230
H 4.473 -2.066 -0.064 0.245
H 2.764 -3.666 -1.071 0.275
H 2.547 -3.402 0.648 0.240
H -1.039 -3.312 0.542 0.273
H 0.486 -3.722 1.291 0.254
H -1.253 -1.246 1.656 0.232
H -0.413 -2.186 2.884 0.246
H 0.427 0.056 2.380 0.447
Cl -0.768 0.588 -3.777 0.062
C 0.873 0.005 -3.771 -0.361
Cl 1.858 0.654 -2.381 0.054
H 1.398 0.367 -4.649 0.266
H 0.894 -1.075 -3.698 0.236
F 1.055 3.713 1.796 -0.488
B 0.885 2.421 2.039 1.394
F -0.393 1.925 2.030 -0.533
F 1.677 1.816 2.964 -0.527
F 1.479 1.690 0.596 -0.599
C -2.954 3.024 0.027 -0.408
N -1.857 2.260 -0.569 -0.405
C -0.714 3.064 -0.980 -0.403
C -1.873 0.927 -0.635 0.833
O -0.805 0.200 -0.538 -0.791
N -3.027 0.283 -0.844 -0.394
C -4.151 0.902 -1.556 -0.413
C -3.099 -1.165 -0.692 -0.398
H -2.521 3.699 0.766 0.234
H -3.646 2.361 0.536 0.223
H -3.488 3.615 -0.717 0.217
H -1.057 3.804 -1.704 0.226
H 0.031 2.443 -1.462 0.196
H -0.272 3.583 -0.133 0.231
H -3.824 1.807 -2.059 0.224
H -4.976 1.136 -0.884 0.224
H -4.502 0.199 -2.309 0.227
H -2.683 -1.473 0.262 0.193
H -2.576 -1.675 -1.505 0.207
H -4.145 -1.458 -0.707 0.239
```

Properties
**M**: 486.2 Da
**Total energy**: -96748.790 eV
**Kohn-Sham gap (alpha / beta)**: 7.944 / 8.532 eV
**Charge**: +2
**E_HOMO (alpha / beta)**: -15.1 / -15.1 eV
**Multiplicity**: 4
**Energy above the lowest of the compared OMol25 structures with the same formula, charge and spin**: 0.000 eV